No. 1
19 unconnected molecules or ions with the total composition H38O19 at a distorted geometry. Source: the Open Molecules 2025 dataset; level of theory: ωB97M-V/def2-TZVPD.

Last column: Mulliken charge in e.
Positions of all 57 atoms, in Å:
O: 0.4509 -0.8925 0.7642  -0.442
H: 0.4751 -1.8459 0.7451  0.149
H: -0.3991 -0.4538 0.7954  0.343
O: 4.6897 -2.1507 -0.1344  -0.679
H: 4.0060 -2.5787 -0.6930  0.333
H: 4.6747 -2.6343 0.6936  0.307
O: 3.0846 1.9573 2.0486  -0.710
H: 3.9789 2.0531 1.7058  0.305
H: 2.6605 1.1988 1.6533  0.314
O: 1.7913 -4.4532 -0.6371  -0.607
H: 1.2616 -3.8832 -0.0215  0.406
H: 1.0542 -4.9987 -0.9008  0.286
O: -3.4806 -0.3909 4.0118  -0.610
H: -3.0359 0.1563 3.3721  0.249
H: -2.7557 -0.9896 4.2137  0.384
O: -2.9094 3.0417 0.6898  -0.566
H: -2.7582 2.3973 0.0116  0.305
H: -3.3322 3.8496 0.3833  0.268
O: -1.5736 0.9341 -3.1052  -0.530
H: -2.3309 0.8504 -3.6807  0.268
H: -1.7372 1.6290 -2.4616  0.233
O: -0.5910 -4.3733 0.0320  -0.832
H: -1.1064 -4.4179 -0.7848  0.377
H: -0.5612 -5.2972 0.3152  0.344
O: -2.3416 0.3574 0.8717  -0.295
H: -2.6116 0.0792 1.7261  0.049
H: -1.6555 1.0426 0.7342  0.152
O: -3.2116 -4.0783 -0.0024  -0.642
H: -3.3061 -3.1404 0.0662  0.299
H: -2.4213 -4.2505 0.5542  0.372
O: 3.7815 0.7714 -0.1693  -0.507
H: 3.9321 -0.1805 -0.2788  0.341
H: 3.9651 1.1946 -1.0144  0.202
O: -0.8169 -0.1663 3.7719  -0.623
H: -0.0455 -0.1024 4.3312  0.273
H: -1.1973 0.5172 3.3382  0.313
O: 0.4861 -1.7978 -3.5937  -0.617
H: 0.3274 -2.7264 -3.5450  0.271
H: -0.1011 -1.0842 -3.8082  0.320
O: -0.5138 2.1536 1.3513  -0.589
H: -0.7021 2.9447 0.8334  0.400
H: 0.4486 2.0400 1.3466  0.228
O: -0.1702 2.9737 -1.1392  -0.661
H: 0.7479 3.2954 -1.0964  0.396
H: 0.2309 2.2146 -1.7464  0.293
O: 2.5652 2.9462 -2.4045  -0.646
H: 2.9745 2.0990 -2.6034  0.276
H: 1.9711 3.1143 -3.1503  0.318
O: 1.2360 0.7818 -1.8348  -0.315
H: 0.9106 0.0077 -2.2890  0.212
H: 1.2622 0.6249 -0.8767  0.253
O: 1.2438 3.9846 2.2294  -0.695
H: 1.9573 3.4136 1.9007  0.410
H: 0.4456 3.7478 1.7808  0.324
O: -3.6006 -1.2245 -2.4437  -0.612
H: -4.0196 -2.0258 -2.1362  0.280
H: -3.1941 -0.7848 -1.6882  0.325

- charge = 0
- relative energy (zero: lowest compared OMol25 entry of this formula, charge and spin) (kJ/mol) = 518.85

---

No. 2
19 unconnected molecules or ions with the total composition H39O19 at a distorted geometry. Source: the Open Molecules 2025 dataset; level of theory: ωB97M-V/def2-TZVPD.

Last column: Mulliken charge in e.
Positions of all 58 atoms, in Å:
O: -3.3120 -1.3080 -2.5085  -0.558
H: 3.0590 -1.8182 -0.7427  0.247
H: -3.2903 -0.5697 -1.9074  0.270
O: -2.6051 2.9240 0.4940  -0.417
H: -2.8383 2.4530 -0.3618  0.481
H: -1.7226 -1.8485 3.0006  0.262
O: 4.2547 0.1129 0.9664  -0.628
H: -3.2776 1.1398 -1.8171  0.235
H: 3.3650 -3.0286 -1.6787  0.283
O: -0.5291 1.7603 1.1577  -0.646
H: 0.0438 1.2100 0.6290  0.248
H: 5.1687 0.1107 0.6821  0.271
O: 0.1317 1.0002 4.5372  -0.604
H: -0.2934 0.4333 5.1979  0.290
H: 0.4050 0.2953 3.9340  0.293
O: 1.5639 1.3727 -1.9084  -0.571
H: 0.0449 -0.1913 -4.5790  0.308
H: 2.2317 0.8341 -2.3128  0.238
O: -1.2046 4.4017 -0.9815  -0.612
H: 0.2285 -4.0702 1.3633  0.328
H: -1.9564 3.6480 0.1243  0.545
O: 3.7299 -2.2428 -1.2687  -0.679
H: -0.6572 5.2013 -1.0153  0.324
O: -3.0305 -0.9785 0.4900  -0.564
H: -3.7914 -0.8525 -0.0660  0.241
H: -2.6847 -1.8526 0.6438  0.289
O: 2.4182 0.3824 3.1895  -0.674
H: -1.8890 2.1916 0.7163  0.421
H: -0.3306 1.9702 2.0808  0.315
O: 0.9901 -4.1480 1.9585  -0.611
H: 3.8726 -0.6365 0.5328  0.378
H: 0.5038 -3.8363 2.7351  0.321
O: -3.4089 2.1022 -1.9168  -0.640
H: -4.1628 1.9212 -2.4985  0.361
H: 3.2282 0.5006 2.6688  0.271
O: 0.3774 -0.6313 -0.3543  -0.291
H: 2.4692 0.9837 3.9381  0.313
H: 0.8004 1.3091 -2.4838  0.365
O: -1.1655 -2.3134 2.3899  -0.625
H: -0.2289 -2.1650 2.3249  0.307
H: 0.4190 -1.5848 -0.2144  0.273
O: -0.7423 3.3378 3.4767  -0.645
H: -1.6680 3.5255 3.6477  0.312
H: -0.5782 3.8325 -1.4402  0.308
O: -0.1019 -2.5352 -2.1263  -0.723
H: 1.3125 -1.6684 -4.9783  0.326
H: 0.4758 -1.7653 -2.1210  0.349
O: 0.4295 -2.0123 -4.8232  -0.672
H: -3.8329 -2.0076 -2.1093  0.303
H: 0.6890 -2.7416 -4.2396  0.307
O: 0.0273 0.7168 -4.2079  -0.639
H: -0.8698 0.9433 -4.4667  0.327
H: -0.3777 2.8571 4.2330  0.298
O: 2.1844 -1.7850 1.3448  -0.418
H: 2.4136 -1.2326 2.0989  0.276
H: 2.5404 -2.6650 1.5212  0.313
H: 1.3261 -0.4901 -0.2902  0.254
H: -0.8853 -2.1729 -2.5592  0.365

- charge = +1
- relative energy (zero: lowest compared OMol25 entry of this formula, charge and spin) (kJ/mol) = 154.77

---

No. 3
19 unconnected molecules or ions with the total composition H39O19 at a distorted geometry. Source: the Open Molecules 2025 dataset; level of theory: ωB97M-V/def2-TZVPD.

Last column: Mulliken charge in e.
Positions of all 58 atoms, in Å:
O: -3.6210 1.8528 -0.9470  -0.568
H: -2.1640 4.6220 0.2556  0.291
H: -3.9383 1.9383 -1.8500  0.289
O: 0.7975 4.8152 -1.1491  -0.590
H: 0.7911 4.5422 -0.2264  0.239
H: -0.5818 -2.2774 0.5862  0.291
O: 1.8938 0.0840 1.3492  -0.288
H: -0.1118 -3.1835 3.0755  0.345
H: -1.5739 4.0955 1.4286  0.292
O: -1.2435 -2.7146 -0.0313  -0.388
H: -3.2263 -0.8595 1.2422  0.216
H: 2.0519 0.0489 0.3934  0.049
O: 2.4736 -2.7985 -1.7975  -0.564
H: 2.6145 -2.2308 -1.0388  0.215
H: 3.2490 -2.5249 -2.2934  0.324
O: 0.8098 2.5407 1.2444  -0.613
H: 1.1043 2.3228 -3.3430  0.340
H: 1.6031 3.0046 0.9695  0.318
O: -3.1196 -1.7918 1.3514  -0.550
H: 1.0600 -1.0648 2.3859  0.385
H: 0.4461 4.0622 -1.6203  0.316
O: -1.2557 4.4909 0.6085  -0.539
H: -3.0804 -2.6624 -1.7358  0.323
O: -0.0014 -2.4362 -2.8468  -0.555
H: 0.3637 -1.5438 -2.8066  0.285
H: 0.7139 -2.9071 -3.2745  0.280
O: -2.5010 1.2663 2.5598  -0.538
H: -1.1274 -3.5994 0.3968  0.483
H: -2.0710 -2.1367 0.4478  0.487
O: 0.3285 -1.6462 2.0488  -0.670
H: 1.5401 0.9433 1.6380  0.317
H: -0.5058 -1.1681 2.1253  0.365
O: -0.6240 -3.9632 2.9426  -0.602
H: -1.4574 -3.7700 3.3944  0.295
H: -2.6008 1.8610 3.3177  0.272
O: -1.1882 -0.1066 0.1850  -0.098
H: -3.4004 0.8293 2.5358  0.290
H: 0.0906 2.6943 0.6390  0.221
O: -3.9461 -2.4135 -2.0745  -0.617
H: -3.8693 -1.5756 -2.5415  0.295
H: 2.2278 3.3102 -3.1269  0.364
O: 3.2422 -0.3044 3.5100  -0.602
H: 3.3301 0.5847 3.8521  0.301
H: -3.7340 -2.5173 1.4204  0.328
O: 3.7594 -2.1841 0.7697  -0.657
H: -0.9589 0.9926 -2.7684  0.246
H: 3.0750 -1.6119 1.1472  0.296
O: -0.4318 1.6380 -3.2413  -0.615
H: -4.3408 1.6410 -0.3429  0.284
H: -0.8244 1.5910 -4.1226  0.293
O: 2.0971 2.3617 -3.2908  -0.684
H: -1.7818 0.6431 0.0532  0.063
H: 3.4828 -0.2249 2.5856  0.304
O: 2.8579 0.9127 -1.3432  -0.652
H: 2.5908 1.3936 -2.1783  0.414
H: 3.4279 0.1504 -1.2707  0.278
H: -0.2653 0.1693 0.2193  0.055
H: 4.0180 -2.6490 1.5911  0.341

- charge = +1
- relative energy (zero: lowest compared OMol25 entry of this formula, charge and spin) (kJ/mol) = 270.98